Record 1
{"formula": "C8H11Cl2NSi", "method": "ωB97M-V/def2-TZVPD", "multiplicity": 1, "orbital_gap_ev": [7.678, 7.675], "e_homo_ev": [-7.82, -7.81], "elements": ["C", "C", "C", "C", "C", "C", "C", "C", "N", "Si", "Cl", "Cl", "H", "H", "H", "H", "H", "H", "H", "H", "H", "H", "H"], "coordinates": [[-3.92370, -0.13842, -0.01004], [-3.23506, -0.01775, 1.18567], [-3.25714, 0.04567, -1.20958], [-1.88905, 0.29351, 1.18206], [-1.90895, 0.35008, -1.21683], [-1.20759, 0.49014, -0.02057], [2.43370, -1.64870, 0.31028], [3.72000, 0.22634, -0.40176], [2.51921, -0.53135, -0.58946], [0.57611, 1.06217, -0.02623], [0.89062, 2.47270, -1.43252], [1.13655, 1.71888, 1.80443], [-4.97860, -0.36949, -0.00768], [-3.74720, -0.15522, 2.12740], [-3.79487, -0.03939, -2.14192], [-1.36408, 0.39834, 2.11757], [-1.39448, 0.49158, -2.15559], [3.19387, -2.38449, 0.01849], [2.61143, -1.38817, 1.36438], [1.45364, -2.11465, 0.21679], [3.90594, 0.52557, 0.64013], [4.56308, -0.40071, -0.72191], [3.69658, 1.11335, -1.03311]], "lowdin_charge": [-0.0755, -0.0793, -0.0789, -0.1178, -0.1127, -0.3466, -0.2406, -0.2490, -0.2438, -0.0369, 0.3467, 0.3435, 0.1055, 0.1062, 0.1059, 0.0763, 0.0950, 0.0771, 0.0655, 0.0634, 0.0616, 0.0816, 0.0528]}



Record 2
{"formula": "C2H8N", "method": "ωB97M-V/def2-TZVPD", "multiplicity": 2, "orbital_gap_ev": [12.566, 9.767], "e_homo_ev": [-23.27, -24.38], "charge": 2, "elements": ["N", "H", "H", "H", "H", "C", "C", "H", "H", "H", "H"], "coordinates": [[-0.61266, -0.89507, -1.58761], [-1.24932, -1.70211, -1.47316], [-1.24895, -0.17422, -1.96044], [-0.33698, -0.59218, -0.65272], [0.08096, -1.16701, -2.29427], [1.14454, 0.39084, 1.06729], [-0.02889, 1.01132, 1.50054], [1.51859, -0.38189, 1.75470], [1.65573, 0.90246, 0.25776], [-0.60927, 0.63986, 2.34394], [-0.31375, 1.96799, 1.04398]], "lowdin_charge": [0.3411, 0.1825, 0.1778, 0.1042, 0.1827, 0.2293, 0.2505, 0.1409, 0.1262, 0.1312, 0.1334]}



Record 3
{"formula": "C2H2P2", "method": "ωB97M-V/def2-TZVPD", "multiplicity": 1, "orbital_gap_ev": 9.245, "e_homo_ev": -9.74, "elements": ["C", "C", "P", "P", "H", "H"], "coordinates": [[1.34763, -0.57570, -0.06191], [1.19308, 0.56761, 0.23856], [-2.22458, 0.84802, -0.47532], [-2.67009, -0.83886, 0.23512], [1.46476, -1.49625, -0.42289], [0.88920, 1.49517, 0.48644]], "lowdin_charge": [0.0043, -0.0322, 0.0424, 0.0378, -0.0227, -0.0297]}



Record 4
{"formula": "C39H53BrIN9NaOSSi3", "method": "ωB97M-V/def2-TZVPD", "multiplicity": 1, "orbital_gap_ev": 3.091, "e_homo_ev": -1.96, "charge": -1, "elements": ["Na", "N", "C", "C", "N", "H", "H", "H", "H", "H", "H", "H", "H", "C", "Si", "C", "C", "C", "Si", "C", "C", "C", "Si", "C", "C", "C", "C", "C", "C", "C", "N", "H", "H", "H", "H", "H", "H", "H", "H", "H", "H", "H", "H", "H", "H", "H", "H", "H", "H", "H", "H", "H", "H", "H", "H", "H", "H", "H", "H", "Br", "C", "C", "C", "C", "C", "C", "N", "N", "C", "C", "C", "C", "O", "C", "N", "C", "C", "C", "C", "H", "H", "H", "H", "H", "H", "H", "H", "H", "S", "C", "N", "C", "C", "C", "C", "H", "H", "H", "H", "H", "I", "C", "C", "N", "N", "C", "H", "H", "H"], "coordinates": [[0.09626, 0.55493, -0.76817], [-0.97392, 1.66799, 0.94905], [-0.85304, 2.91271, 1.70132], [0.59369, 3.22159, 2.05490], [1.40599, 3.34831, 0.83701], [-1.81321, 1.67802, 0.36969], [-1.10074, 0.85838, 1.56688], [-1.44696, 2.91261, 2.62313], [-1.22786, 3.73185, 1.07847], [0.97898, 2.44584, 2.72742], [0.62805, 4.17002, 2.59561], [1.47910, 2.43676, 0.39329], [2.35781, 3.61261, 1.06310], [-0.76767, 0.21800, 4.80834], [-2.20992, -0.51650, 3.82086], [-3.44548, 0.91937, 3.78085], [-2.97504, -1.79002, 4.98654], [-1.77122, -1.14541, 2.15251], [-0.42908, -2.28473, 1.98607], [1.71333, -0.35448, 2.47385], [-0.28531, -3.42544, 0.52101], [0.13372, -3.18181, 3.53793], [-3.17699, -1.46250, 1.02267], [-4.08196, -3.07845, 1.41103], [-4.53112, -0.15037, 0.96337], [-2.71430, -1.59869, -0.83307], [-3.41523, -2.47572, -1.66336], [-3.15720, -2.51583, -3.02420], [-2.19796, -1.66306, -3.54126], [-1.54734, -0.81358, -2.66220], [-1.78776, -0.77196, -1.35076], [-1.13681, 0.49418, 5.80020], [-0.37108, 1.12761, 4.34493], [0.06127, -0.47306, 4.95461], [-3.32287, 1.52537, 4.68313], [-4.47872, 0.56896, 3.76280], [-3.30455, 1.56839, 2.91382], [-3.23233, -1.33577, 5.94787], [-2.28585, -2.61483, 5.17755], [-3.88926, -2.21590, 4.56515], [2.18926, 0.39230, 1.83670], [2.43074, -0.71085, 3.21390], [0.83764, 0.06178, 2.96409], [-0.15714, -2.86061, -0.40439], [-1.17514, -4.05148, 0.41362], [0.58720, -4.06871, 0.63950], [0.41238, -2.50054, 4.34266], [0.98072, -3.82885, 3.31469], [-0.67978, -3.80651, 3.91871], [-4.21841, -3.16147, 2.49184], [-3.49875, -3.94745, 1.09493], [-5.06959, -3.14334, 0.94674], [-5.12095, -0.11678, 1.87977], [-5.20878, -0.39044, 0.13870], [-4.12533, 0.84550, 0.77735], [-4.15498, -3.13852, -1.23383], [-3.69247, -3.20261, -3.66850], [-1.94742, -1.65169, -4.59291], [-0.80351, -0.12400, -3.04819], [8.07642, 1.45155, -4.02337], [7.45072, -0.22888, -3.35156], [7.47070, -1.35687, -4.16948], [7.01729, -2.56226, -3.68728], [6.50144, -2.71620, -2.36232], [6.49672, -1.52739, -1.56838], [6.97080, -0.32389, -2.05540], [6.12222, -3.93762, -1.98207], [5.52642, -4.11730, -0.77225], [4.46117, -3.49533, -0.36206], [4.06701, -3.78317, 1.01341], [3.09258, -3.08285, 1.63169], [2.36609, -2.07419, 0.93889], [1.28923, -1.44189, 1.65211], [2.57194, -1.78738, -0.39416], [1.89265, -0.77869, -1.00945], [2.03686, -0.66375, -2.34289], [2.78265, -1.49367, -3.13011], [3.58549, -2.45131, -2.47749], [3.55850, -2.57717, -1.10801], [7.84023, -1.28135, -5.18527], [7.03467, -3.44298, -4.31883], [6.12444, -1.57341, -0.55406], [6.95431, 0.55646, -1.42310], [4.64780, -4.52896, 1.53928], [2.86889, -3.27436, 2.67550], [1.54996, 0.19518, -2.80323], [2.84031, -1.34140, -4.19859], [4.25256, -3.07931, -3.04914], [0.22409, 2.56190, -2.96668], [-0.32928, 4.08274, -2.55254], [-0.09508, 4.61516, -1.31532], [-0.53122, 5.83078, -0.90885], [-1.26560, 6.62471, -1.72945], [-1.52400, 6.14625, -3.03872], [-1.07059, 4.92778, -3.43700], [0.50693, 4.09068, -0.65327], [-0.24997, 6.10785, 0.09843], [-1.61168, 7.59013, -1.39394], [-2.09021, 6.75829, -3.72984], [-1.26505, 4.54707, -4.42874], [-6.20105, 2.62351, -4.29174], [-4.75158, 2.74338, -2.83578], [-4.31063, 3.87799, -2.20193], [-3.37368, 3.46802, -1.32381], [-3.16863, 2.14205, -1.35913], [-4.00800, 1.68894, -2.27018], [-4.59005, 4.91158, -2.31026], [-2.78890, 4.04529, -0.74389], [-4.05904, 0.63319, -2.48701]], "lowdin_charge": [0.1522, 0.0215, -0.2577, -0.2506, 0.0115, 0.0334, 0.0176, 0.1003, 0.0867, 0.0920, 0.1122, 0.0571, 0.0927, -0.1850, 0.3700, -0.1880, -0.1785, -0.4482, 0.5011, -0.0298, -0.1231, -0.1445, 0.4487, -0.1760, -0.1747, -0.2958, -0.0712, -0.0636, -0.0510, -0.1490, 0.0537, 0.0328, 0.0122, 0.0112, 0.0290, 0.0182, 0.0066, 0.0273, 0.0159, 0.0155, 0.0997, 0.1126, 0.0402, 0.0397, 0.0328, 0.0488, 0.0239, 0.0218, 0.0327, 0.0145, 0.0257, 0.0272, 0.0164, 0.0330, 0.0065, 0.0921, 0.1058, 0.1077, 0.0649, 0.5891, -0.7402, -0.1817, -0.0699, -0.3917, -0.0526, -0.1738, -0.0459, 0.0061, -0.2889, -0.0580, -0.0789, -0.2634, -0.2595, -0.1853, 0.0472, -0.2042, -0.0719, -0.0132, -0.0719, 0.0823, 0.0898, 0.0927, 0.0841, 0.0906, 0.0919, 0.0357, 0.0919, 0.1004, 0.7132, -0.7710, 0.0459, -0.1030, -0.0780, -0.0722, -0.0988, 0.0828, 0.1270, 0.1006, 0.1111, 0.1067, 0.8440, -0.7753, -0.1646, -0.0035, 0.0529, -0.1924, 0.1150, 0.1282, 0.1018]}



One value per record, in order, for energy above the lowest of the compared OMol25 structures with the same formula, charge and spin: 32.9; 30.4; 19.0; 0.0 kcal per mole.